Computed, not measured: a 8-piece molecular cluster, C30H74O18P2 overall in a non-equilibrium geometry, with the ωB97M-V functional and the def2-TZVPD basis.

Values from the calculation:
- LUMO energy (eV) = 0.55
- SMILES = COP(=O)(OC)OC.COP(=O)(OC)OC.C1CCOC1.C1CCOC1.COCCOC.COCCOC.COCCOC.COCCOC
- orbital gap (eV) = 9.6
- strongest force on any atom (eV/Å) = 2.5
- ΔE to the lowest compared entry with this formula, charge and spin (kcal per mole) = 0.00
- total energy (a.u.) = -3224.371251
- HOMO level (Eh) = -0.333

XYZ file:
```
124
Properties=species:S:1:pos:R:3:forces:R:3:mulliken_charge:R:1
C 0.927 -4.381 6.490 -0.362 -0.502 -0.888 -0.692
H -6.097 2.406 2.809 0.303 0.196 -0.362 0.255
H 5.197 -2.971 -0.577 -0.187 -0.096 0.228 0.229
H -6.341 -2.908 0.639 -0.127 -0.068 -0.055 0.311
H 0.638 0.357 4.138 0.190 -0.651 0.138 0.224
H 0.012 -4.830 6.095 0.001 -0.149 0.326 0.380
H -6.135 0.700 2.853 0.459 -0.283 -0.248 0.242
H -0.543 -3.761 -1.730 0.248 0.145 -0.247 -0.157
H 4.503 -1.601 3.973 -0.373 0.047 0.005 0.406
C -1.452 -2.090 8.140 1.158 0.542 1.416 -0.759
C -5.429 1.529 2.754 -1.878 0.239 0.946 -0.680
O 0.489 -0.357 1.261 0.136 0.587 0.114 -0.242
H -0.800 7.418 0.435 0.287 0.031 0.111 0.518
O 3.641 -3.414 3.300 -0.429 0.913 0.283 -0.446
C -1.308 0.846 0.236 0.564 -0.479 -0.435 -0.156
O 1.270 3.247 -2.374 0.395 -0.676 0.460 0.234
O 0.015 -0.653 5.933 0.377 -1.220 -0.530 -0.389
H -1.440 -1.164 1.311 0.019 0.701 0.687 0.440
C 5.255 -2.095 2.000 -1.369 0.916 -1.501 -0.215
C -2.545 -2.735 -3.745 -0.443 -1.117 -2.238 -0.452
H -0.793 -5.280 -0.965 0.151 -0.100 0.202 0.338
H -6.045 1.292 0.117 0.092 0.487 -0.102 0.371
H -1.889 0.721 -0.679 -0.664 0.077 0.422 -0.041
H -2.431 7.881 -1.058 -0.200 0.043 -0.318 0.339
C -0.014 -4.675 -1.428 -1.247 0.261 0.177 -0.414
C -5.100 -0.593 0.362 0.749 1.108 1.047 -0.163
H 6.736 -3.865 -0.299 -0.199 -0.079 -0.192 0.255
H 5.553 -3.021 3.766 -0.302 0.056 0.561 0.293
H 0.712 -4.374 -0.669 0.423 -0.350 -0.191 0.390
O -4.628 1.519 1.622 1.231 -0.001 0.032 -0.226
H 2.139 1.980 -4.524 0.100 0.048 0.283 0.264
H 0.317 6.645 -0.665 -0.088 -0.747 -0.266 0.168
H -2.335 -3.644 -3.170 0.563 0.473 0.568 0.259
H -3.357 8.043 -3.186 -0.083 -0.104 -0.136 0.337
H -0.127 4.736 -2.055 0.158 0.269 -0.109 -0.024
H 4.434 -1.844 1.304 -0.161 0.052 0.258 0.083
H -0.405 1.186 5.246 -0.269 -0.054 -0.086 0.336
H 0.945 4.878 -3.510 -0.842 0.324 -0.503 0.466
H -4.082 -0.923 0.605 -0.091 -0.342 0.208 -0.022
C -5.047 0.958 0.418 -0.405 -1.558 -0.687 -0.629
H -2.379 7.462 -4.579 -0.108 0.276 -0.145 0.212
O 0.799 -2.964 6.459 0.819 0.693 0.508 -0.252
H -0.342 -0.575 -4.903 0.466 -0.084 0.204 0.380
O -1.595 5.686 -0.255 0.494 -0.342 0.226 -0.325
O 3.118 -5.397 -4.977 0.554 0.420 -0.272 -0.369
H -1.311 -2.983 8.757 -0.783 -0.245 -0.305 0.288
C -1.502 -2.429 -4.861 -0.372 0.670 1.363 -0.517
H -2.023 -2.033 -5.731 0.082 -0.288 -0.157 0.317
C 0.024 1.446 -0.210 0.907 -0.363 0.622 0.733
H -1.826 1.371 1.036 -0.080 0.267 -0.195 0.280
H -0.527 -1.559 8.413 -0.062 0.240 -0.739 0.291
H 1.623 -3.531 3.199 -0.022 -0.012 0.303 0.299
H 5.031 -4.556 -5.091 -0.454 -0.018 -0.416 0.279
H 3.443 2.610 -5.543 -0.175 -0.058 -0.138 0.287
H 2.172 -2.040 3.996 0.305 -0.100 0.283 0.262
H -1.073 -0.135 4.227 0.034 0.071 -0.071 0.345
C 4.686 -2.481 3.357 2.200 -1.029 -0.563 -0.506
H 1.418 -3.971 -3.621 0.077 -0.029 -0.155 0.248
C 4.325 -4.966 -4.367 0.121 -0.404 -0.305 -0.655
C -1.444 7.697 -1.497 0.570 0.002 0.470 -0.721
H 1.152 -4.727 7.495 -0.154 0.214 0.096 0.260
H -0.735 -1.157 -0.199 0.390 0.154 -0.071 -0.477
C 2.388 -2.757 3.202 -0.744 -0.528 -0.765 -0.558
H -7.515 -2.339 1.784 -0.378 0.374 -0.081 0.230
C -6.926 -2.022 0.929 1.392 -0.705 -0.265 -0.793
O 3.101 4.808 -1.644 0.075 -0.416 -0.628 -0.310
C -2.354 7.970 -3.620 0.231 -0.286 0.521 -0.792
H -0.883 -3.296 -5.073 -0.077 -0.004 -0.363 0.267
C 0.959 0.970 0.913 -0.773 -0.380 -0.287 -0.928
H -0.196 4.731 0.837 0.039 -0.113 0.622 -0.030
H -5.288 -0.959 -0.650 -0.444 0.137 -0.027 0.493
C -0.799 -0.519 0.703 -0.587 -1.123 -1.122 0.162
H 4.824 -5.861 -3.978 0.035 0.286 0.646 0.307
H -1.080 -0.719 -2.170 -0.246 0.402 0.052 -0.581
O 3.562 2.243 -1.822 -0.003 -0.337 0.657 -0.642
H 0.798 1.608 1.786 0.523 0.130 0.127 0.285
O -1.524 7.167 -2.794 -0.059 -0.114 0.220 -0.176
H 1.989 0.877 0.581 0.151 0.263 0.289 0.437
H -0.471 3.634 -3.341 0.185 0.272 -0.673 0.278
O 5.972 -3.139 1.386 -0.161 -0.557 0.786 -0.365
C 0.328 4.223 -2.901 0.937 -0.546 1.092 -0.489
H 3.989 4.052 0.089 -0.340 -0.292 -0.187 0.339
O 0.446 -5.415 -2.525 0.590 -0.280 0.010 -0.370
H 1.876 3.460 -5.450 0.059 0.123 0.054 0.243
H 1.351 -6.248 -4.660 0.170 -0.465 0.066 0.262
H 0.382 0.954 -1.117 -0.281 0.004 -0.136 -0.090
P -0.372 -2.204 5.741 -0.950 0.216 0.460 1.193
C -0.749 6.799 -0.472 -1.392 1.190 0.097 -0.394
O -0.670 -2.650 4.376 -0.202 0.270 0.586 -0.656
O -1.616 -2.373 6.776 0.589 -0.190 -1.323 -0.379
H -7.483 -1.731 0.036 -0.406 0.197 0.258 0.327
H -1.437 5.609 1.847 0.217 0.235 -0.087 0.364
C 1.637 -4.910 -3.091 -0.031 0.809 0.190 -0.220
C 2.615 2.888 -4.892 0.381 -0.132 -0.382 -0.633
H 2.373 4.765 0.331 -0.116 0.116 -0.152 0.120
H -4.846 1.570 3.674 0.434 -0.126 -0.305 0.262
C 3.299 4.836 -0.237 1.209 -0.029 0.498 -0.586
H 3.859 5.745 -0.016 -0.509 0.246 -0.014 0.263
O 3.206 3.702 -3.873 -0.106 0.636 0.271 -0.399
H 2.608 -6.751 -3.445 0.160 -0.242 -0.417 0.342
C -1.602 -0.711 -3.129 -0.777 -0.277 -0.093 0.199
O -6.017 -1.020 1.349 -0.547 -0.280 -0.212 -0.272
H 2.338 -4.650 -2.288 0.062 -0.130 0.008 0.334
H -0.899 8.651 -1.516 -0.037 0.086 -0.035 0.381
H -3.424 -3.049 -4.323 -0.437 0.398 0.507 0.361
H -1.848 4.103 1.042 -0.048 0.023 -0.230 0.028
C 2.210 -5.937 -4.062 -0.983 0.430 0.385 -0.563
H 5.843 -1.167 2.026 0.259 -0.149 0.390 0.375
H -2.047 0.251 -3.392 0.669 0.275 0.178 0.394
H 2.227 -2.237 2.252 0.369 0.150 -0.054 0.200
H 6.716 -2.113 -0.219 -0.145 0.053 -0.191 0.325
H -2.251 -1.439 8.489 -0.291 -0.375 -0.034 0.298
P 2.865 3.399 -2.356 -1.440 0.504 -0.629 0.641
H -1.955 8.988 -3.683 0.063 -0.022 -0.282 0.314
H 4.139 -4.169 -3.647 0.125 -0.258 0.365 0.220
C -1.250 5.009 0.952 0.177 -0.211 -0.759 -0.252
C -0.216 0.208 4.800 -0.245 0.851 0.261 -0.664
H -4.260 1.180 -0.303 -0.296 0.635 -0.171 0.308
H 0.112 2.511 -0.406 -0.358 0.084 0.240 -0.335
H 1.724 -4.704 5.818 0.114 0.273 0.077 0.212
O -2.776 -1.547 -3.049 0.252 -0.310 0.344 -0.443
C -0.682 -1.312 -4.179 -0.202 -0.863 -0.323 -0.315
H 0.100 -1.880 -3.671 0.526 0.720 -0.106 0.046
C 6.125 -3.014 -0.001 0.921 0.379 0.158 -0.668
```
Forces are in eV/Å.